(1)
One molecule with the formula CH4O2S at a distorted geometry, computed with ωB97M-V/def2-TZVPD.

Last column: Mulliken spin population.
Element x y z (Å)
S1 1.11 0.08 -0.49  0.992
O1 0.50 1.68 -0.31  0.129
O2 1.90 -0.56 0.60  0.619
C1 -0.63 -0.60 -0.10  0.225
H1 -0.68 -1.53 -0.67  0.014
H2 -1.51 0.14 -0.38  0.012
H3 -0.05 1.63 0.47  0.009
H4 -0.63 -0.84 0.88  0.002

Properties
Frontier orbital gap (spin up / spin down) in Ha: 0.2334 / 0.3085
LUMO level (spin up / spin down) in hartree: 0.0302 / -0.1105
Multiplicity: 3
Expectation value of S²: 2.010

=====

(2)
A 11-piece molecular cluster, C44H110O22 overall at a distorted geometry, computed with ωB97M-V/def2-TZVPD.

Last column: Löwdin charge in e.
Element x y z (Å)
O1 1.16 -0.49 -0.42  -0.191
O2 4.08 0.67 2.57  -0.172
O3 -8.00 2.96 3.66  -0.191
O4 5.85 0.64 -5.28  -0.205
O5 3.21 -3.75 -2.39  -0.239
O6 4.93 -2.20 -5.19  -0.155
O7 -3.03 1.66 5.53  -0.180
O8 -3.50 -2.73 -2.36  -0.214
O9 6.69 -3.47 -1.98  -0.225
O10 -0.84 4.32 -4.72  -0.178
O11 -0.83 0.94 3.78  -0.195
O12 -2.73 5.27 1.85  -0.173
O13 0.14 3.40 -2.15  -0.188
O14 -6.69 0.06 3.05  -0.197
O15 4.11 -2.36 2.49  -0.201
O16 -1.19 -6.02 1.06  -0.183
O17 -6.40 -3.79 -0.69  -0.179
O18 0.93 -7.42 2.86  -0.190
O19 4.49 2.48 -1.27  -0.215
O20 -5.56 5.95 2.67  -0.223
O21 -2.28 0.85 -0.57  -0.198
O22 6.52 4.76 -2.40  -0.178
C1 -6.36 -3.03 0.49  -0.103
C2 5.12 4.49 -2.48  -0.191
C3 -6.78 5.76 1.97  -0.088
C4 -5.68 0.78 3.72  -0.113
C5 -3.62 6.13 1.19  -0.217
C6 -7.75 0.86 2.51  -0.164
C7 3.08 -0.28 2.90  -0.201
C8 -1.98 0.14 3.90  -0.192
C9 -1.33 -7.13 1.93  -0.203
C10 2.39 -4.64 -3.10  -0.111
C11 4.50 3.89 -1.23  -0.192
C12 3.59 1.72 1.78  -0.102
C13 -2.16 2.70 5.87  -0.113
C14 3.59 1.83 -2.14  -0.090
C15 0.09 0.27 -0.96  -0.194
C16 -2.52 0.37 5.32  -0.204
C17 1.69 -7.60 4.03  -0.122
C18 -3.49 0.54 0.09  -0.111
C19 4.46 -4.29 -1.95  -0.153
C20 -0.26 0.89 2.49  -0.096
C21 -4.76 -3.39 -2.53  -0.180
C22 6.77 -0.43 -5.43  -0.202
C23 -8.90 3.76 4.41  -0.116
C24 -8.54 1.65 3.55  -0.217
C25 -5.16 -4.13 -1.25  -0.204
C26 4.76 -3.54 2.95  -0.112
C27 -1.21 3.70 -1.79  -0.086
C28 3.74 -1.48 3.55  -0.187
C29 6.19 -1.70 -4.81  -0.209
C30 -0.75 5.33 -5.67  -0.124
C31 6.35 1.81 -5.92  -0.098
C32 0.36 3.61 -4.53  -0.222
C33 5.41 -3.19 -1.45  -0.189
C34 1.36 -1.80 -0.94  -0.088
C35 7.77 -2.71 -1.42  -0.075
C36 -0.44 -7.24 3.17  -0.226
C37 0.32 2.67 -3.35  -0.215
C38 0.16 -5.86 0.62  -0.093
C39 7.27 3.58 -2.17  -0.111
C40 -2.39 -3.62 -2.32  -0.094
C41 -3.28 3.99 2.15  -0.079
C42 -4.61 6.85 2.12  -0.183
C43 3.84 -1.43 -4.69  -0.088
C44 -1.30 -0.19 -0.58  -0.186
H1 0.73 -5.44 1.46  0.084
H2 2.75 -4.83 -4.11  0.092
H3 -6.25 -1.96 0.28  0.082
H4 2.39 0.18 3.61  0.125
H5 0.58 2.98 -5.40  0.130
H6 4.84 -4.87 -2.79  0.129
H7 3.11 1.36 0.86  0.078
H8 4.65 -1.14 4.07  0.133
H9 8.63 -3.16 -1.93  0.088
H10 3.94 -0.35 -4.76  0.071
H11 7.64 -1.68 -1.75  0.083
H12 1.26 -8.22 4.83  0.087
H13 -3.72 3.52 1.27  0.081
H14 0.05 6.04 -5.41  0.090
H15 1.20 4.30 -4.45  0.126
H16 1.40 -1.82 -2.04  0.079
H17 5.80 -3.32 3.19  0.088
H18 -9.23 3.23 5.32  0.086
H19 -5.45 -2.61 -2.84  0.129
H20 3.68 0.76 -1.97  0.092
H21 7.45 1.86 -5.89  0.085
H22 -4.04 4.10 2.92  0.085
H23 -1.46 2.98 5.09  0.081
H24 -1.64 -0.94 -1.30  0.111
H25 -7.20 1.49 1.79  0.126
H26 -4.40 -3.96 -0.48  0.111
H27 -1.48 -3.01 -2.24  0.065
H28 -2.67 3.59 6.23  0.087
H29 -8.39 0.18 1.97  0.120
H30 5.15 -2.19 -1.81  0.113
H31 2.07 -5.57 -2.62  0.087
H32 -1.14 -8.02 1.32  0.127
H33 -4.14 5.59 0.39  0.122
H34 2.76 2.22 2.28  0.080
H35 -3.07 6.93 0.70  0.122
H36 7.86 -2.93 -0.36  0.088
H37 -4.97 0.05 4.08  0.071
H38 -2.37 -4.08 -3.31  0.092
H39 -5.21 7.64 1.64  0.114
H40 8.30 3.81 -2.46  0.088
H41 -1.13 4.05 -0.76  0.091
H42 -8.38 4.66 4.72  0.084
H43 -1.34 -0.59 0.44  0.116
H44 3.67 -1.67 -3.63  0.062
H45 -2.39 -4.34 -1.50  0.083
H46 -3.89 -0.47 0.00  0.085
H47 -1.58 4.57 -2.34  0.077
H48 3.02 -2.00 4.18  0.125
H49 -5.08 -5.20 -1.46  0.124
H50 -2.77 0.36 3.18  0.097
H51 -8.59 1.19 4.54  0.131
H52 -4.69 -4.09 -3.36  0.115
H53 4.92 3.88 -3.36  0.106
H54 -2.42 3.40 2.43  0.084
H55 3.00 -1.82 -5.25  0.093
H56 -7.58 5.76 2.70  0.070
H57 7.23 3.30 -1.12  0.089
H58 -5.58 -3.40 1.16  0.088
H59 6.12 1.81 -6.99  0.090
H60 4.25 -4.94 -1.10  0.121
H61 2.62 -8.05 3.71  0.089
H62 -0.90 -8.00 3.82  0.124
H63 5.07 4.13 -0.33  0.128
H64 -6.03 1.40 4.55  0.094
H65 -9.57 1.58 3.18  0.122
H66 7.01 2.74 -2.81  0.083
H67 1.27 2.14 -3.32  0.095
H68 -1.74 0.18 6.06  0.127
H69 2.64 -0.63 1.96  0.119
H70 0.66 -2.58 -0.68  0.079
H71 0.67 -6.78 0.37  0.091
H72 1.94 -6.69 4.59  0.086
H73 -6.69 4.81 1.45  0.086
H74 -1.61 -0.88 3.76  0.132
H75 -0.98 1.18 1.72  0.077
H76 -5.14 1.47 3.05  0.082
H77 5.97 2.68 -5.40  0.075
H78 6.93 -2.46 -5.09  0.132
H79 -0.44 4.90 -6.64  0.088
H80 6.27 -1.68 -3.72  0.098
H81 -9.82 4.00 3.88  0.090
H82 4.24 -4.04 3.77  0.082
H83 3.49 4.27 -1.04  0.129
H84 0.06 0.31 -2.06  0.114
H85 -3.33 -0.35 5.47  0.114
H86 0.58 1.58 2.37  0.080
H87 -4.21 1.20 -0.40  0.093
H88 -0.48 1.94 -3.56  0.128
H89 0.12 -0.13 2.36  0.089
H90 4.39 2.40 1.50  0.083
H91 5.39 -3.14 -0.35  0.114
H92 0.14 -5.11 -0.17  0.071
H93 3.57 2.14 -3.18  0.081
H94 4.78 -4.21 2.09  0.076
H95 -7.27 -3.19 1.08  0.086
H96 -1.66 5.86 -5.94  0.087
H97 7.09 -0.62 -6.46  0.127
H98 7.70 -0.19 -4.90  0.124
H99 1.50 -4.04 -3.26  0.079
H100 0.35 1.27 -0.62  0.123
H101 -7.01 6.60 1.31  0.084
H102 -4.17 7.37 2.98  0.127
H103 2.41 -1.95 -0.71  0.083
H104 -3.50 0.78 1.16  0.057
H105 -0.56 -6.33 3.78  0.132
H106 -2.34 -7.21 2.33  0.124
H107 4.67 5.48 -2.61  0.126
H108 2.60 2.04 -1.70  0.072
H109 -1.61 2.41 6.79  0.090
H110 -1.90 2.90 -2.04  0.084

Properties
Frontier orbital gap in Ha: 0.3493
LUMO level in hartree: 0.0182

=====

Respective relative energy (zero: lowest compared OMol25 entry of this formula, charge and spin) values: 1.572; 2.389 eV.
Respective E values: -588.951045; -3397.124780 Ha.